The following is a quantum chemistry calculation of a structure of composition C33H43N2PS3Si3Tl, from the Open Molecules 2025 dataset.

total charge: -1
Kohn-Sham gap: 6.7 eV
calculated total energy: -3969.8390 a.u.
highest occupied orbital energy: -0.156 Ha
LUMO energy: 2.4 eV

Last column: Mulliken charge in e.
Element x y z (Å)
Tl  -0.5512  0.7640  1.4429  0.252
C  -1.9241  -0.9170  -2.8722  -1.193
Si  -2.1178  -0.7895  -0.9755  0.557
C  -3.7661  -1.6996  -0.5730  -1.150
C  -0.9134  -1.9627  -0.0682  -0.847
C  -2.0179  1.0540  -0.4444  0.715
Si  -1.0960  2.4286  -1.4183  0.520
C  0.5344  2.1054  -2.3540  -0.451
C  -2.2424  3.0667  -2.8140  -1.336
C  -0.6625  3.8945  -0.2737  -1.080
Si  -3.6630  1.6623  0.2688  -0.199
C  -3.8007  3.4139  1.0194  -1.400
C  -5.0920  1.5829  -1.0141  -1.372
C  -4.0342  0.5531  1.7710  0.419
C  -5.3176  0.4266  2.2916  -0.910
C  -5.5245  -0.2852  3.4589  -0.445
C  -4.4248  -0.8592  4.0753  -1.051
C  -3.1791  -0.6943  3.4915  -0.275
N  -2.9882  -0.0089  2.3756  0.819
H  -1.4847  -1.8686  -3.1463  0.392
H  -1.2927  -0.1231  -3.2460  0.197
H  -2.8826  -0.8433  -3.3717  0.459
H  -3.8468  -2.6044  -1.1675  0.437
H  -4.6433  -1.1057  -0.7805  0.241
H  -3.8164  -2.0016  0.4686  0.225
H  -0.9977  -2.9832  -0.4351  0.650
H  -1.1581  -1.9803  0.9954  0.281
H  0.1257  -1.6674  -0.1644  -0.337
H  0.3922  1.4688  -3.2214  0.270
H  1.2827  1.6598  -1.7064  -0.251
H  0.9284  3.0548  -2.7114  0.547
H  -2.5719  2.2530  -3.4492  0.348
H  -1.6884  3.7620  -3.4348  0.397
H  -3.1149  3.5811  -2.4304  0.325
H  0.2978  3.7214  0.2054  0.249
H  -1.3873  4.0295  0.5171  0.200
H  -0.5914  4.8312  -0.8238  0.377
H  -3.6364  4.1847  0.2733  0.379
H  -3.0803  3.5526  1.8189  0.288
H  -4.7872  3.5725  1.4476  0.404
H  -4.7349  1.9130  -1.9819  0.342
H  -5.9171  2.2288  -0.7314  0.413
H  -5.4925  0.5853  -1.1476  0.416
H  -6.1413  0.8944  1.7723  0.414
H  -6.5162  -0.3893  3.8825  0.405
H  -4.5208  -1.4191  4.9922  0.405
H  -2.2959  -1.1138  3.9525  0.360
S  -0.5042  1.6861  6.0461  -0.341
C  -0.3164  1.3990  4.4343  0.212
S  0.0204  -0.1996  3.8691  -0.359
S  -0.4230  2.6820  3.2800  -0.278
N  1.4055  0.4359  0.3779  -0.254
P  2.5265  -0.5571  0.0779  0.940
C  2.3531  -1.7369  -1.3626  0.152
C  3.0134  -2.9508  -1.5163  -0.480
C  2.8699  -3.6741  -2.6884  -0.603
C  2.0845  -3.1824  -3.7205  -0.863
C  1.3989  -1.9899  -3.5603  -0.512
C  1.5285  -1.2831  -2.3806  0.385
C  4.0747  0.2864  -0.4678  0.474
C  4.3271  1.5325  0.0895  -0.548
C  5.4699  2.2323  -0.2528  -0.700
C  6.3599  1.6978  -1.1705  -0.527
C  6.1104  0.4578  -1.7319  -0.744
C  4.9688  -0.2426  -1.3906  -0.374
C  3.1768  -1.7178  1.3680  0.330
C  4.5035  -2.1306  1.4381  -0.479
C  4.9085  -3.0104  2.4258  -0.679
C  3.9985  -3.4636  3.3660  -0.601
C  2.6785  -3.0533  3.3043  -0.664
C  2.2696  -2.1892  2.3059  -0.054
H  3.6391  -3.3269  -0.7191  0.357
H  3.3868  -4.6186  -2.8024  0.408
H  2.0021  -3.7353  -4.6479  0.349
H  0.7684  -1.6092  -4.3525  0.481
H  0.9758  -0.3727  -2.2086  -0.101
H  3.6081  1.9381  0.7873  0.518
H  5.6685  3.2031  0.1788  0.413
H  7.2500  2.2439  -1.4505  0.377
H  6.7996  0.0383  -2.4516  0.419
H  4.7737  -1.2022  -1.8474  0.357
H  5.2149  -1.7562  0.7152  0.397
H  5.9328  -3.3569  2.4572  0.409
H  4.3222  -4.1334  4.1488  0.369
H  1.9650  -3.4142  4.0292  0.432
H  1.2427  -1.8547  2.2593  -0.022

Cartesian forces (eV/Å) of the 3 atoms listed first:
Tl 0.5804 0.5420 0.0071
C 0.0106 -0.0240 0.7127
Si -0.2605 -0.1604 -0.0585